Molecular formula: C3H4O3
Method: DFT, ωB97M-V with the def2-TZVPD basis set

The geometry in ORCA input format:
```
! RIJCOSX wB97M-V def2-TZVPD def2/J DEFGRID3
* xyz 0 1
O -1.8406 -1.0941 0.8000
C -1.6482 -0.2985 -0.0882
C -0.3399 0.4739 -0.1191
O -0.3094 1.6768 -0.2608
C 0.8992 -0.3471 0.1428
O 2.0546 0.3167 -0.2658
H -2.3977 -0.1106 -0.8768
H 0.8208 -1.3025 -0.3888
H 0.8777 -0.5800 1.2229
H 1.8837 1.2654 -0.1663
*
```

Output
- SMILES: O=CC(=O)CO
- E_HOMO: -10.090 eV

***

Molecular formula: C3H4O3
Method: DFT, ωB97M-V with the def2-TZVPD basis set

The geometry in ORCA input format:
```
! RIJCOSX wB97M-V def2-TZVPD def2/J DEFGRID3
* xyz 0 1
O -0.7933 1.1781 0.2066
C -0.1523 -0.6771 -1.3761
C 0.8766 -0.5359 -0.3479
O 0.3448 -0.5724 0.9830
C -0.6687 0.2659 1.2054
O -1.3670 0.2349 2.1786
H -1.6201 1.6538 0.3747
H 0.3375 -0.3872 -2.3278
H 1.5786 0.3059 -0.4273
H 1.4637 -1.4661 -0.4690
*
```

Output
- E_HOMO: -9.636 eV

***

Respective LUMO energy values: -0.5, -0.7 eV.
Respective HOMO-LUMO gap values: 9.62, 8.90 eV.
Respective energy above the lowest of the compared OMol25 structures with the same formula, charge and spin values: 159.0, 398.5 kJ/mol.